[1]
{
  "formula": "C4H4O",
  "method": "ωB97M-V with the def2-TZVPD basis set",
  "homo_lumo_gap_ev": 9.788,
  "lumo_energy_ev": 0.87,
  "smiles": "O=CC1C=C1",
  "energy_ev": -6255.65161,
  "homo_ev": -8.920,
  "charge": 0,
  "de_lowest_kcal_mol": 86.0,
  "symbols": ["O", "C", "C", "C", "C", "H", "H", "H", "H"],
  "positions_angstrom": [[2.731, 0.394, 0.581], [0.102, -0.236, -0.233], [1.860, -0.134, -0.149], [-0.710, 1.051, -0.369], [-0.722, 0.457, 0.826], [2.368, -0.658, -0.978], [-0.053, -1.294, -0.691], [-0.943, 1.849, -0.885], [-0.950, 0.441, 1.920]],
  "forces_ev_per_angstrom": [[-3.97, -0.95, -1.17], [2.91, -0.04, 0.65], [1.29, 0.97, 0.83], [1.50, -5.89, 5.24], [0.34, 0.47, -1.53], [-0.79, -0.45, -0.42], [-0.30, 2.07, 0.63], [-1.10, 3.73, -2.78], [0.13, 0.10, -1.46]],
  "lowdin_charge": [-0.028, -0.190, -0.153, 0.021, -0.010, 0.083, 0.123, 0.035, 0.117]
}

=====

[2]
{
  "formula": "C22H30IrN3S2Sb2",
  "method": "ωB97M-V with the def2-TZVPD basis set",
  "homo_lumo_gap_ev": 6.689,
  "lumo_energy_ev": -6.84,
  "energy_ev": -65343.00047,
  "homo_ev": -13.529,
  "charge": 2,
  "de_lowest_kcal_mol": 0.0,
  "symbols": ["Ir", "Sb", "Sb", "S", "S", "N", "N", "N", "C", "C", "C", "C", "C", "C", "C", "C", "C", "C", "C", "C", "C", "C", "C", "C", "C", "C", "C", "C", "C", "C", "H", "H", "H", "H", "H", "H", "H", "H", "H", "H", "H", "H", "H", "H", "H", "H", "H", "H", "H", "H", "H", "H", "H", "H", "H", "H", "H", "H", "H", "H"],
  "positions_angstrom": [[-0.183, -0.715, -0.607], [0.900, -0.522, 1.866], [-0.768, 1.837, -0.596], [0.172, -0.645, -2.890], [-3.336, -3.820, -1.035], [-0.792, -0.968, -5.286], [-2.301, -0.085, -3.813], [0.472, -2.741, -0.655], [-1.098, -0.570, -4.057], [0.450, -2.198, 3.077], [-1.805, -3.069, -0.867], [-3.242, -1.260, -0.984], [1.131, 4.408, 1.529], [-2.617, 2.433, -1.448], [-0.871, 2.941, 1.232], [1.109, -5.423, -0.527], [1.755, -3.134, -0.560], [2.113, -4.460, -0.496], [0.470, 3.228, 1.865], [-1.895, -1.706, -0.870], [2.250, 2.742, 3.410], [0.654, 2.956, -1.684], [0.399, 1.072, 3.200], [2.901, 3.915, 3.066], [3.009, -0.343, 1.889], [-4.114, -2.306, -1.080], [1.046, 2.375, 2.810], [-0.504, -3.673, -0.739], [2.341, 4.752, 2.112], [-0.206, -5.031, -0.656], [0.218, 3.922, -1.932], [-3.574, -0.226, -0.912], [2.675, 2.101, 4.175], [-1.422, -0.847, -6.064], [3.237, 0.721, 1.834], [3.493, -0.864, 1.067], [-3.038, -0.114, -4.501], [-5.190, -2.261, -1.152], [0.928, 2.423, -2.591], [3.157, -4.731, -0.424], [-1.007, -5.757, -0.694], [1.357, -6.474, -0.456], [-2.781, 3.479, -1.191], [3.365, -0.742, 2.838], [-3.430, 1.837, -1.035], [3.831, 4.181, 3.550], [-0.539, -2.041, 3.505], [-1.366, 3.866, 0.936], [2.831, 5.678, 1.840], [2.500, -2.351, -0.564], [0.102, -1.395, -5.464], [-2.541, 0.178, -2.876], [1.187, -2.269, 3.875], [1.534, 3.111, -1.060], [-0.688, 1.132, 3.251], [0.452, -3.112, 2.486], [-2.593, 2.348, -2.533], [0.670, 5.087, 0.820], [-1.554, 2.412, 1.896], [0.749, 0.719, 4.171]],
  "forces_ev_per_angstrom": [[0.91, 0.26, -0.14], [-0.59, -0.24, -0.02], [-0.13, -0.14, 0.04], [-0.02, -0.27, -0.26], [-0.07, -0.14, 0.04], [0.05, -0.02, 0.04], [-0.08, 0.01, -0.03], [0.15, 0.04, 0.14], [0.11, -0.02, -0.08], [0.08, -0.02, -0.01], [0.07, -0.21, -0.16], [-0.02, 0.21, 0.23], [0.04, 0.09, -0.01], [-0.03, 0.02, -0.02], [0.08, -0.02, 0.09], [0.04, -0.08, 0.02], [-0.18, 0.01, -0.15], [0.06, 0.02, -0.02], [-0.24, 0.03, -0.16], [-0.24, 0.68, 0.31], [0.04, -0.03, 0.00], [-0.01, 0.03, 0.00], [-0.03, 0.10, -0.02], [-0.02, -0.02, 0.00], [0.03, 0.03, -0.04], [-0.03, 0.01, -0.01], [-0.03, -0.22, 0.11], [0.04, 0.05, 0.16], [-0.06, -0.02, -0.03], [-0.09, 0.02, -0.09], [0.03, 0.00, -0.02], [0.09, -0.28, -0.08], [0.00, 0.01, -0.02], [-0.01, 0.02, -0.02], [0.04, -0.02, -0.02], [-0.04, -0.03, 0.01], [-0.01, -0.04, 0.02], [0.03, 0.00, 0.00], [0.00, 0.01, 0.01], [-0.02, 0.00, 0.01], [0.02, 0.01, -0.01], [0.00, 0.02, -0.01], [0.00, -0.02, 0.00], [0.00, -0.01, -0.02], [0.01, 0.12, -0.05], [-0.02, -0.01, -0.01], [0.00, -0.04, -0.01], [0.06, 0.04, 0.05], [-0.02, -0.01, 0.01], [0.02, 0.06, 0.08], [0.01, 0.02, -0.01], [-0.09, -0.06, 0.14], [-0.02, -0.02, 0.00], [0.01, -0.02, -0.02], [0.02, -0.03, 0.01], [0.01, 0.00, 0.00], [0.00, 0.00, 0.01], [0.02, -0.02, 0.01], [0.02, 0.02, 0.00], [0.04, 0.10, 0.01]],
  "lowdin_charge": [0.515, 1.346, 1.292, 0.673, 1.109, 0.136, 0.165, -0.115, -0.780, -0.267, -0.524, -0.212, -0.050, -0.273, -0.288, -0.014, -0.131, -0.026, -0.289, -0.407, -0.052, -0.265, -0.288, -0.052, -0.251, -0.377, -0.298, -0.274, -0.052, 0.016, 0.031, 0.081, 0.122, 0.136, 0.011, 0.004, 0.144, 0.086, -0.001, 0.123, 0.125, 0.129, 0.029, 0.034, 0.004, 0.117, 0.024, 0.074, 0.117, 0.104, 0.115, 0.044, 0.027, 0.016, 0.063, 0.005, 0.011, 0.120, 0.062, 0.079]
}

=====

[3]
{
  "formula": "C2H2F3N2",
  "method": "ωB97M-V with the def2-TZVPD basis set",
  "homo_lumo_gap_ev": [11.284, 3.470],
  "lumo_energy_ev": [-4.89, -8.70],
  "energy_ev": -13223.99325,
  "homo_ev": [-16.173, -12.173],
  "charge": 1,
  "de_lowest_kcal_mol": 117.2,
  "symbols": ["F", "F", "F", "N", "N", "C", "C", "H", "H"],
  "positions_angstrom": [[0.882, -1.652, -2.129], [0.751, -3.139, -3.866], [-0.375, -3.409, -2.051], [0.568, 0.884, 0.504], [-0.233, -0.016, 0.395], [0.583, -2.854, -2.586], [-0.890, -0.838, -0.144], [-1.674, -1.619, -0.247], [0.771, 1.700, 1.142]],
  "forces_ev_per_angstrom": [[-0.60, -0.28, -0.93], [-0.38, 1.16, 1.23], [-3.30, -1.17, 1.49], [2.30, 1.05, -0.22], [-1.23, 0.00, -0.70], [4.31, 0.29, -1.89], [-0.64, -0.46, 1.08], [0.97, 0.86, 0.10], [-1.43, -1.45, -0.16]],
  "lowdin_charge": [0.174, 0.211, 0.278, 0.241, -0.064, -0.430, 0.264, 0.145, 0.181]
}

=====

[4]
{
  "formula": "C4H15NO2",
  "method": "ωB97M-V with the def2-TZVPD basis set",
  "homo_lumo_gap_ev": [11.247, 6.314],
  "lumo_energy_ev": [-3.61, -8.54],
  "s_squared": 0.7553,
  "energy_ev": -9966.92389,
  "homo_ev": [-14.862, -14.858],
  "spin_multiplicity": 2,
  "charge": 1,
  "de_lowest_kcal_mol": 21.1,
  "symbols": ["O", "O", "N", "C", "C", "C", "C", "H", "H", "H", "H", "H", "H", "H", "H", "H", "H", "H", "H", "H", "H", "H"],
  "positions_angstrom": [[-3.831, 1.412, 0.845], [2.531, -1.555, -0.756], [0.089, -0.971, -0.167], [0.083, 0.089, 0.827], [1.016, 1.272, 0.468], [0.723, 1.920, -0.887], [-0.415, -2.268, 0.275], [1.609, -1.833, -0.808], [-0.525, -0.671, -0.928], [-0.583, -2.913, -0.563], [-1.355, -2.063, 0.810], [1.589, 2.527, -1.147], [2.843, -1.358, -1.649], [2.014, 0.843, 0.394], [-3.633, 1.868, 0.016], [-0.187, 2.523, -0.890], [0.990, 1.931, 1.324], [0.424, -0.285, 1.791], [-0.954, 0.446, 0.938], [-3.238, 0.657, 0.755], [0.250, -2.727, 0.995], [0.559, 1.158, -1.646]],
  "forces_ev_per_angstrom": [[0.68, -0.14, -0.54], [-0.06, 0.24, 0.32], [-3.12, 0.55, 1.17], [1.58, 0.58, 0.44], [-0.22, -0.75, -0.77], [-0.32, 0.02, 0.65], [0.54, 0.05, 0.50], [0.55, -0.36, -0.52], [0.96, 0.10, -0.82], [-0.14, -0.35, -0.43], [0.01, -0.07, -0.17], [-0.24, 0.08, -0.29], [-0.14, -0.06, -0.01], [0.10, -0.06, 0.29], [-0.43, 0.37, 0.13], [0.15, 0.20, 0.14], [-0.03, 0.42, 0.01], [-0.19, -0.38, -0.06], [0.03, -0.10, -0.27], [-0.31, -0.23, 0.38], [0.26, -0.05, 0.12], [0.34, -0.05, -0.26]],
  "lowdin_charge": [-0.040, 0.028, 0.044, -0.156, -0.198, -0.078, -0.001, 0.001, 0.165, 0.108, 0.134, 0.090, 0.082, 0.105, 0.042, 0.082, 0.121, 0.143, 0.145, 0.000, 0.122, 0.061]
}